Density functional theory data (ωB97M-V with the def2-TZVPD basis set) for C30H50ClF5P2Si2W as an isolated structure in a non-equilibrium geometry.

Computed properties:
HOMO (alpha / beta) (eV): -6.7585 / -6.5430
Spin multiplicity: 3
LUMO (alpha / beta) (eV): 0.50 / 0.02
Kohn-Sham gap (alpha / beta) (eV): 7.26 / 6.56
Total energy (Eh): -3461.36076

CARTESIAN COORDINATES (ANGSTROEM)
W 0.251 -0.690 -0.240
C 1.935 -0.344 -1.605
C 1.233 -1.566 -1.916
C -0.094 -1.167 -2.327
Si 1.783 -3.317 -1.592
C -0.219 0.243 -2.186
C 1.048 0.794 -1.752
Si 1.512 2.625 -1.857
H 3.003 -0.301 -1.421
H -0.819 -1.843 -2.743
H -1.109 0.838 -2.381
Cl -3.207 -0.283 1.437
C 3.336 2.806 -1.519
C 1.137 3.193 -3.601
C 3.597 -3.308 -1.215
C 1.343 -4.358 -3.065
H 1.749 2.617 -4.313
H 1.396 4.259 -3.710
H 0.076 3.064 -3.867
H 3.598 2.503 -0.497
H 3.618 3.860 -1.660
H 3.909 2.191 -2.226
H 1.896 -3.994 -3.942
H 0.269 -4.336 -3.298
H 1.639 -5.400 -2.876
H 4.149 -2.813 -2.023
H 3.940 -4.348 -1.145
H 3.831 -2.798 -0.272
C 0.567 3.839 -0.721
C 0.838 -3.989 -0.090
P -1.056 3.250 -0.139
H 0.436 4.784 -1.284
H 1.223 4.059 0.138
P -0.603 -2.962 0.348
H 1.537 -3.997 0.753
H 0.545 -5.030 -0.296
C -1.180 -3.379 2.055
C -1.920 -3.700 -0.775
C -2.283 3.915 -1.349
C -1.451 4.068 1.483
C -1.448 3.032 2.622
H -2.479 4.451 1.359
C -0.523 5.230 1.860
H 0.488 4.862 2.086
H -0.914 5.699 2.775
H -0.464 6.000 1.081
H -2.162 2.215 2.460
H -1.709 3.535 3.565
H -0.444 2.597 2.744
H -1.878 3.610 -2.332
C -2.395 5.447 -1.319
C -3.650 3.232 -1.153
H -1.450 5.941 -1.592
H -2.719 5.809 -0.330
H -3.159 5.748 -2.052
H -3.605 2.154 -1.370
H -4.369 3.684 -1.851
H -4.038 3.375 -0.130
H -1.480 -3.627 -1.784
C -3.233 -2.915 -0.763
C -2.179 -5.173 -0.448
H -1.303 -5.816 -0.588
H -2.965 -5.542 -1.120
H -2.544 -5.294 0.580
H -3.164 -1.963 -1.303
H -3.580 -2.718 0.259
H -4.004 -3.520 -1.261
C -0.910 -2.274 3.083
C -0.594 -4.686 2.593
H -2.278 -3.487 1.955
H 0.478 -4.581 2.792
H -0.743 -5.538 1.925
H -1.080 -4.926 3.548
H 0.159 -2.027 3.134
H -1.239 -2.616 4.075
H -1.481 -1.372 2.856
C -1.819 0.333 0.509
H -1.914 -0.194 -0.469
H -0.896 0.166 1.193
H -1.932 1.426 0.307
F 2.186 -2.592 2.138
C 2.509 -1.258 2.200
C 1.803 -0.312 1.455
C 2.224 0.986 1.782
F 1.451 2.055 1.401
C 3.321 1.312 2.578
F 3.720 2.601 2.702
C 4.039 0.322 3.227
F 5.134 0.596 3.957
C 3.583 -0.981 3.056
F 4.198 -1.986 3.697

These are the Mulliken partial charges, in e, on atoms 1 to 6: W 0.161; C -1.104; C 0.190; C 0.367; Si 0.261; C -1.535

=====

Density functional theory data (ωB97M-V with the def2-TZVPD basis set) for a 2-piece molecular cluster, C3H4N2OS overall in a non-equilibrium geometry.

Computed properties:
HOMO (eV): -8.6755
LUMO (eV): -1.90
Kohn-Sham gap (eV): 6.78
Energy above the lowest of the compared OMol25 structures with the same formula, charge and spin (kJ/mol): 747.8
Total energy (Eh): -699.38732

CARTESIAN COORDINATES (ANGSTROEM)
C -0.495 -0.423 0.776
C 0.135 -1.154 -0.297
C 0.636 -0.036 -1.076
H -2.353 -1.954 1.468
H 0.218 -2.207 -0.711
H 1.248 -0.071 -2.028
H 1.511 2.443 0.585
N 0.371 0.984 -0.483
N -0.430 1.004 0.564
O 0.792 2.185 -0.890
S -1.633 -0.772 2.092

These are the Mulliken partial charges, in e, on atoms 1 to 6: C 0.091; C -0.479; C -0.082; H 0.148; H 0.321; H 0.335

=====

Question: The lowest total energy belongs to which entry?
Answer: C30H50ClF5P2Si2W